i | DFT (ωB97M-V/def2-TZVPD) results for a molecular structure, C13H21AuCl3GeIN4O3.

Each line ends with the Löwdin charge.
Cartesian coordinates (Å):
Au: 0.15 0.35 0.02  1.18
C: -2.70 3.66 -1.09  0.05
C: -1.79 2.85 -0.23  -0.46
O: -1.62 1.63 -0.45  -0.17
N: -1.19 3.51 0.75  0.13
C: -0.31 2.93 1.75  -0.08
C: 1.13 2.93 1.29  -0.24
C: 2.02 3.91 1.69  0.03
C: 3.34 3.86 1.25  0.02
C: 3.71 2.84 0.39  0.01
C: 2.76 1.91 0.01  -0.10
N: 1.52 1.96 0.46  -0.01
H: -3.48 3.03 -1.52  0.06
H: -2.12 4.07 -1.93  0.12
H: -3.15 4.49 -0.55  0.11
H: -1.35 4.51 0.82  0.18
H: -0.62 1.90 1.94  0.12
H: -0.41 3.51 2.67  0.15
H: 1.69 4.70 2.36  0.14
H: 4.05 4.61 1.57  0.14
H: 4.72 2.75 0.02  0.13
H: 3.01 1.10 -0.66  0.09
Cl: -4.28 0.64 -3.43  0.30
Ge: -3.73 -0.11 -1.46  0.27
Cl: -5.26 0.55 -0.04  0.27
Cl: -4.44 -2.32 -1.58  0.31
N: 2.08 -2.21 -1.42  0.22
C: 2.44 -1.90 -0.19  -0.66
O: 1.83 -1.08 0.53  -0.09
C: 3.68 -2.55 0.37  -0.49
I: 5.37 -1.31 -0.21  0.90
H: 1.30 -1.73 -1.85  0.11
H: 2.61 -2.84 -2.00  0.15
H: 3.87 -3.55 -0.02  0.07
H: 3.66 -2.55 1.46  0.07
C: -1.83 -3.99 -1.36  -0.06
N: -1.44 -3.70 -0.02  -0.15
C: -1.58 -4.75 0.96  0.00
C: -1.06 -2.49 0.32  -0.28
O: -0.99 -1.53 -0.48  -0.19
H: -1.83 -5.06 -1.55  0.12
H: -1.20 -3.46 -2.08  0.10
H: -2.86 -3.62 -1.54  -0.05
H: -1.07 -5.65 0.63  0.12
H: -2.64 -5.00 1.09  0.12
H: -1.18 -4.44 1.93  0.11
H: -0.79 -2.36 1.37  0.16

The multiplicity is 2. Its expectation value of S² is 0.755. Its HOMO-LUMO gap (alpha / beta) is 0.1271 / 0.1270 hartree. As for the charge: +3.

***

ii | DFT (ωB97M-V/def2-TZVPD) results for a molecular structure, C13H21AuCl3GeIN4O3.

Each line ends with the Löwdin charge.
Cartesian coordinates (Å):
Au: -0.12 -0.09 -0.19  1.12
C: -4.19 -1.22 1.36  0.05
C: -2.96 -1.35 0.52  -0.45
O: -1.91 -0.77 0.86  -0.05
N: -3.08 -2.13 -0.55  0.13
C: -2.01 -2.43 -1.48  -0.09
C: -1.84 -1.35 -2.52  -0.24
C: -2.48 -1.43 -3.75  0.04
C: -2.26 -0.43 -4.69  0.03
C: -1.41 0.62 -4.37  0.02
C: -0.84 0.65 -3.10  -0.08
N: -1.06 -0.31 -2.22  0.02
H: -3.97 -0.68 2.28  0.11
H: -4.60 -2.20 1.61  0.11
H: -4.94 -0.67 0.80  0.12
H: -3.99 -2.54 -0.73  0.18
H: -2.24 -3.38 -1.98  0.15
H: -1.07 -2.53 -0.92  0.07
H: -3.14 -2.26 -3.96  0.14
H: -2.73 -0.47 -5.66  0.14
H: -1.18 1.40 -5.07  0.14
H: -0.19 1.45 -2.80  0.11
Cl: 1.37 -3.78 0.95  0.26
Ge: 1.91 -2.08 -0.33  -0.04
Cl: 2.05 -2.88 -2.34  0.28
Cl: 3.89 -1.44 0.27  0.30
N: 1.95 2.79 -0.13  0.23
C: 2.21 1.97 -1.12  -0.60
O: 1.59 0.91 -1.31  -0.15
C: 3.26 2.34 -2.14  -0.51
I: 5.15 3.05 -1.32  0.88
H: 1.24 2.55 0.55  0.10
H: 2.47 3.65 0.01  0.12
H: 2.89 3.14 -2.78  0.07
H: 3.49 1.46 -2.75  0.06
C: 1.09 2.13 4.20  0.00
N: 1.54 0.80 3.93  -0.16
C: 2.22 0.10 4.99  -0.01
C: 1.32 0.22 2.75  -0.27
O: 0.81 0.81 1.79  -0.13
H: 0.63 2.19 5.19  0.12
H: 0.37 2.44 3.43  0.09
H: 1.93 2.83 4.20  0.12
H: 2.55 0.80 5.75  0.12
H: 3.07 -0.47 4.60  0.11
H: 1.55 -0.62 5.48  0.12
H: 1.65 -0.82 2.67  0.13

The multiplicity is 2. Its expectation value of S² is 0.760. Its HOMO-LUMO gap (alpha / beta) is 0.1281 / 0.1305 hartree. As for the charge: +3.

***

Which one is the most stable? From the structures above, ii.